Record 1
Molecular formula: C5H8N
Method: DFT, ωB97M-V/def2-TZVPD

Geometry as XYZ:
```
14
C5H8N | OMol25 | ωB97M-V/def2-TZVPD
C 0.78215 -1.40844 1.56301
C 1.54840 -0.47629 1.04158
C 0.68981 0.77189 0.20226
C 0.53765 1.77560 -0.64312
N -0.68926 0.88412 -0.29414
C -1.23336 -0.17053 -1.23374
H 1.11154 -2.13107 2.32200
H -0.32779 -1.33020 1.41879
H 2.64162 -0.23136 1.01725
H 0.55664 2.56899 -1.34197
H -1.52567 1.19704 0.32265
H -1.54701 -1.02695 -0.67149
H -2.14166 0.15979 -1.84249
H -0.40307 -0.58258 -1.86059
```

Output
Orbital gap ... 10.679 eV
SMILES string ... C=CC1=C[N@H+]1C
Charge ... +1
Electronic energy ... -249.64735 a.u.
Lowest unoccupied orbital energy ... -4.16 eV

***

Record 2
Molecular formula: CH3BrO2S
Method: DFT, ωB97M-V/def2-TZVPD

Geometry as XYZ:
```
8
CH3BrO2S | OMol25 | ωB97M-V/def2-TZVPD
C -0.57443 0.21689 0.46598
O 2.52285 -1.10527 -0.38995
O -1.97649 0.17934 0.39756
S 1.81644 0.16208 -0.48737
Br 1.02803 0.27176 -2.63967
H -2.28754 -0.67169 0.77384
H -0.31014 -0.38210 1.28911
H -0.21872 1.32900 0.59051
```

Output
Orbital gap (spin up / spin down) ... 8.249 / 7.622 eV
Electronic energy ... -3162.46037 a.u.
Lowest unoccupied orbital energy (spin up / spin down) ... -0.69 / -1.20 eV

***

Record 3
Molecular formula: C14H12FN5O4S2Ti
Method: DFT, ωB97M-V/def2-TZVPD

Geometry as XYZ:
```
39
C14H12FN5O4S2Ti | OMol25 | ωB97M-V/def2-TZVPD
Ti -0.06983 -0.49696 0.34020
C 2.35108 -5.26386 -0.88498
S 1.63185 -4.64616 0.65180
C 0.73451 -3.32262 0.08135
S -0.17515 -2.46023 1.40072
N 0.66396 -2.95035 -1.15648
N -0.12376 -1.83216 -1.26844
C -0.69975 -1.49537 -2.35472
C -1.63500 -0.37482 -2.19811
C -2.49898 0.02860 -3.18470
C -3.46410 0.99231 -2.88319
C -3.52706 1.49402 -1.59890
C -2.61041 1.05302 -0.65225
N -1.67061 0.14697 -0.94042
H 2.96192 -6.11937 -0.60690
H 2.96887 -4.49433 -1.33941
H 1.55815 -5.57513 -1.55944
H -0.55689 -2.02114 -3.29353
H -2.43536 -0.41536 -4.16939
H -4.16248 1.32353 -3.64026
H -4.27594 2.21855 -1.31234
H -2.65252 1.41947 0.36338
F 2.00063 2.27123 -1.23447
C 1.96864 2.12562 0.08048
C 1.46199 3.02863 0.93178
N 1.34918 2.74643 2.27839
C 0.00713 2.90511 2.84985
C -0.97560 1.85825 2.28666
O -2.14602 1.94477 2.44311
O -0.40711 0.80497 1.58210
C 2.08931 1.72098 2.87066
O 2.16874 1.51527 4.03710
N 2.60782 0.79060 1.91674
C 2.21289 0.82992 0.64480
O 1.88209 -0.26766 0.04983
H 1.00322 3.94605 0.58054
H -0.39419 3.89270 2.63040
H 0.04895 2.79788 3.93221
H 2.80985 -0.11935 2.32581
```

Output
Orbital gap ... 6.595 eV
Charge ... +2
Electronic energy ... -2860.67195 a.u.
Lowest unoccupied orbital energy ... -8.60 eV

***

Record 4
Molecular formula: C35H93N5O10
Method: DFT, ωB97M-V/def2-TZVPD

Geometry as XYZ:
```
143
C35H93N5O10 | OMol25 | ωB97M-V/def2-TZVPD
C 3.56471 2.08971 9.38974
C 4.17213 2.11409 8.00039
C 5.61275 2.59209 8.20945
C 4.08140 0.64136 7.47537
C 4.63976 0.59710 5.99959
C 3.78043 1.34994 5.04780
C 3.57908 2.85528 5.49216
C 4.85479 3.57022 5.03332
C 2.39818 3.28028 4.67609
N 3.34714 2.93304 6.97989
O 2.95056 4.24968 7.42127
H 2.50094 1.85260 9.37307
H 4.07496 1.40550 10.06768
H 3.52977 3.09058 9.81999
H 5.63340 3.61893 8.57452
H 6.15532 2.04006 8.97690
H 6.23352 2.58028 7.31356
H 4.79397 0.13757 8.12847
H 3.07708 0.24160 7.61542
H 5.70935 0.79824 5.93932
H 4.64473 -0.43816 5.65853
H 2.84469 0.79349 4.99438
H 4.16720 1.28607 4.03074
H 5.30550 4.12494 5.85627
H 4.55771 4.27885 4.26024
H 5.57076 2.89668 4.56235
H 2.32740 2.84257 3.68035
H 2.37549 4.34265 4.43328
H 1.43420 3.18914 5.17663
H 3.77145 4.73940 7.33234
C 8.21272 1.26261 -2.86803
O 7.21184 0.62339 -3.54449
C 5.97661 1.34286 -3.57211
C 5.00779 0.86092 -4.65515
C 5.41731 1.01670 -6.10725
N 3.69285 1.42741 -4.52237
H 8.41268 2.23806 -3.31145
H 9.15780 0.72417 -2.79728
H 7.90598 1.37709 -1.82837
H 5.56635 1.20309 -2.57199
H 6.14258 2.41642 -3.66159
H 4.94586 -0.21528 -4.49377
H 5.48129 2.07291 -6.36886
H 4.84254 0.53997 -6.90128
H 6.45023 0.70582 -6.26385
H 3.02500 1.34862 -5.27593
H 3.80172 2.41911 -4.36493
C -4.17863 -7.18674 -8.86551
O -3.34664 -6.25751 -8.12985
C -3.08513 -6.58844 -6.75300
C -1.97018 -5.65463 -6.11518
C -0.56183 -5.83134 -6.62000
N -1.84385 -5.81739 -4.70335
H -4.40220 -6.67034 -9.79903
H -5.11770 -7.32954 -8.33086
H -3.71071 -8.12465 -9.16463
H -3.95198 -6.64082 -6.09428
H -2.70922 -7.59592 -6.57477
H -2.35019 -4.67680 -6.41106
H 0.02576 -4.92714 -6.46110
H -0.39802 -6.00969 -7.68276
H -0.03163 -6.75272 -6.37906
H -1.00839 -5.36237 -4.36414
H -2.62542 -5.55529 -4.11979
C -3.35167 1.61864 7.99958
O -4.60000 1.82724 7.32920
C -4.44753 1.77537 5.94499
C -5.77207 1.64159 5.19708
C -6.83509 2.68774 5.62081
N -6.25637 0.37543 5.63716
H -3.17624 0.54969 8.12082
H -3.46701 2.11841 8.96136
H -2.55877 2.22259 7.55838
H -3.94981 2.68651 5.61304
H -3.76313 0.97378 5.66727
H -5.66934 1.52044 4.11871
H -6.82155 2.87722 6.69413
H -7.78204 2.41659 5.15405
H -6.61022 3.63029 5.12168
H -6.33202 0.41191 6.64366
H -7.18737 0.23910 5.27005
C -1.20183 3.62469 -7.97076
O -1.38741 2.41403 -7.22496
C -2.45231 1.57387 -7.61161
C -3.79758 2.23597 -7.38947
C -4.07777 2.62005 -5.91621
N -4.79823 1.26149 -7.68515
H -0.66736 4.29568 -7.29829
H -2.12430 4.15565 -8.20577
H -0.65037 3.55760 -8.90858
H -2.45046 1.29618 -8.66564
H -2.38426 0.66215 -7.01812
H -3.97965 3.02766 -8.11624
H -3.12632 2.80093 -5.41610
H -4.52946 1.76127 -5.41965
H -4.77078 3.45320 -5.79913
H -4.49131 0.64310 -8.42237
H -4.87017 0.67494 -6.86606
C -2.22671 0.17236 -0.16613
C -1.31361 -0.40210 -1.20470
O 0.05628 -0.15994 -0.87978
H -3.08667 -0.48184 -0.02251
H -2.54579 1.18348 -0.41892
H -1.72895 0.12533 0.80242
H -1.70179 0.00430 -2.13865
H -1.37801 -1.48931 -1.24863
H 0.52389 0.00319 -1.70217
C 4.26109 -4.51559 0.63040
C 4.00386 -4.41018 -0.94581
O 2.67554 -4.11050 -1.05099
H 3.52084 -5.18226 1.07276
H 4.24839 -3.50941 1.04938
H 5.29353 -4.81437 0.81171
H 4.17533 -5.34320 -1.48264
H 4.65362 -3.64305 -1.36704
H 2.52228 -3.26677 -0.61944
C 0.76234 6.23808 -2.55183
C 2.21763 5.99181 -2.21107
O 2.82992 6.08017 -3.50267
H 0.61952 7.23725 -2.96337
H 0.03999 6.13092 -1.74262
H 0.39851 5.52676 -3.29329
H 2.34869 4.98722 -1.80892
H 2.64219 6.75186 -1.55520
H 3.30455 6.90462 -3.63163
C -0.78360 -4.15592 3.56260
C -1.83231 -3.85814 4.62884
O -3.02186 -3.61278 3.92499
H -0.30373 -3.22966 3.24657
H -1.10122 -4.65742 2.64843
H 0.01021 -4.75201 4.01275
H -1.62502 -3.01801 5.29166
H -1.96794 -4.72586 5.27441
H -3.56172 -2.90598 4.28635
C -7.78726 -3.28315 0.55345
C -7.07567 -4.52138 -0.11151
O -5.66455 -4.31183 -0.11945
H -7.49706 -3.15763 1.59659
H -8.87614 -3.32956 0.53680
H -7.45464 -2.31344 0.18318
H -7.33263 -4.72748 -1.15054
H -7.20935 -5.44810 0.44653
H -5.36574 -4.10777 0.76975
```

Output
Orbital gap ... 8.643 eV
SMILES string ... CC1(C)CCCC(C)(C)N1O.COC[C@H](C)N.COC[C@H](C)N.COC[C@H](C)N.COC[C@H](C)N.CCO.CCO.CCO.CCO.CCO
Electronic energy ... -2415.15008 a.u.
Lowest unoccupied orbital energy ... 0.22 eV

***

Record 5
Molecular formula: C4H5NO
Method: DFT, ωB97M-V/def2-TZVPD

Geometry as XYZ:
```
11
C4H5NO | OMol25 | ωB97M-V/def2-TZVPD
O 0.45697 -0.03393 1.37263
C 0.81082 0.32737 -0.06754
C -0.53700 0.63103 -0.70729
C -1.09269 -0.23454 0.31234
C 1.64323 -0.67755 -0.60009
N 2.35614 -1.47488 -1.06754
H 0.60776 0.76986 1.89817
H -0.85305 1.67723 -0.67611
H -0.58515 0.22489 -1.71872
H -1.76672 0.09794 1.09904
H -1.04031 -1.30742 0.15510
```

Output
Orbital gap (spin up / spin down) ... 7.106 / 7.110 eV
Electronic energy ... -285.22286 a.u.
Lowest unoccupied orbital energy (spin up / spin down) ... -0.46 / -0.46 eV

***

Record 6
Molecular formula: C4H12
Method: DFT, ωB97M-V/def2-TZVPD

Geometry as XYZ:
```
16
C4H12 | OMol25 | ωB97M-V/def2-TZVPD
C 1.19706 1.22485 0.56851
C 2.13583 1.76133 1.68103
H 0.85759 2.11858 0.03571
H 1.58412 0.42864 -0.07015
H 0.36558 0.70419 1.05589
H 2.76655 2.55614 1.25139
H 1.49886 2.10528 2.48005
H 2.81849 0.94801 1.92934
C -2.36573 -1.34923 -0.83653
C -0.98605 -1.61862 -1.49121
H -3.16425 -1.20830 -1.55116
H -2.60038 -2.11804 -0.10944
H -2.26481 -0.39635 -0.31525
H -0.42020 -2.24422 -0.78426
H -0.45308 -0.67936 -1.44523
H -0.96960 -2.23290 -2.39870
```

Output
Orbital gap ... 12.814 eV
SMILES string ... CC.CC
Electronic energy ... -159.56510 a.u.
Lowest unoccupied orbital energy ... 1.12 eV

***

Record 7
Molecular formula: C9H36Fe2O21S3
Method: DFT, ωB97M-V/def2-TZVPD

Geometry as XYZ:
```
71
C9H36Fe2O21S3 | OMol25 | ωB97M-V/def2-TZVPD
Fe -0.82825 -2.12085 -1.46044
Fe 2.46090 1.04964 -1.59216
S -0.11933 0.02995 0.13442
O -0.64091 0.72447 1.27359
O 1.16899 0.57677 -0.30677
O 0.00768 -1.44655 0.26282
O -0.98486 -0.22010 -0.99874
S 4.09452 3.05237 -1.81688
O 5.47994 3.05702 -1.36433
O 3.65390 4.29850 -2.41956
O 3.80025 1.85597 -2.63624
O 3.13977 2.63910 -0.80477
S 1.37092 -1.66748 -3.03990
O 1.09837 -2.40794 -1.81954
O 1.93796 -2.48384 -4.06667
O -0.07474 -1.42595 -3.18060
O 2.06872 -0.41056 -2.71828
C -3.90361 2.06909 1.39079
O -2.60591 2.62069 1.61617
H -4.07646 1.16597 1.98287
H -4.62473 2.80222 1.74748
H -4.04292 1.82002 0.33594
H -1.95960 1.92395 1.43929
C 1.64954 -1.69475 3.26447
O 1.79666 -2.34066 2.00858
H 1.31543 -0.66356 3.12575
H 0.94857 -2.27847 3.86617
H 2.56266 -1.63152 3.85730
H 1.03025 -2.06959 1.47219
C -3.68270 -0.07733 -2.71056
O -2.85761 -1.19001 -3.03561
H -4.00071 0.44915 -3.60977
H -4.56665 -0.42465 -2.16578
H -3.22168 0.62387 -2.01602
H -3.21881 -1.49743 -3.87184
C -1.69003 0.77174 4.57887
O -1.95593 -0.08503 3.50063
H -2.14781 1.76284 4.51371
H -2.17870 0.37028 5.46834
H -0.61467 0.88863 4.71900
H -1.53535 0.23660 2.69185
C 0.45291 1.85637 -3.94227
O 0.98641 2.07513 -2.61986
H 1.08955 1.15976 -4.48310
H -0.56220 1.46246 -3.90535
H 0.48524 2.78804 -4.50694
H 0.59316 2.91668 -2.36580
C 4.33557 0.24433 0.68908
O 3.82314 -0.14567 -0.59521
H 3.60298 0.33193 1.49137
H 5.04352 -0.51319 1.02809
H 4.90600 1.17141 0.65058
H 4.12437 -1.03725 -0.78319
C -2.92813 -1.84389 0.78924
O -2.68092 -2.24974 -0.58152
H -3.76040 -2.41572 1.20037
H -2.07093 -2.01435 1.43485
H -3.21419 -0.79266 0.77600
H -3.56138 -2.40838 -0.93220
C 0.03152 -5.12182 -0.91674
O -0.49006 -3.91562 -0.39938
H -0.63602 -5.98238 -0.90294
H 0.51260 -4.99243 -1.88511
H 0.90258 -5.33365 -0.28961
H -0.75698 -4.10078 0.50623
C 1.15683 3.63231 2.09826
O 0.36347 2.76046 2.85785
H 1.58794 4.35128 2.79613
H 1.97154 3.12589 1.57460
H 0.63174 4.23704 1.35250
H 0.00709 2.10191 2.24831
```

Output
Orbital gap (spin up / spin down) ... 7.973 / 6.373 eV
Electronic energy ... -5666.41016 a.u.
Lowest unoccupied orbital energy (spin up / spin down) ... -0.95 / -2.51 eV
2S+1 ... 11

***

Record 8
Molecular formula: C5H12N2O2
Method: DFT, ωB97M-V/def2-TZVPD

Geometry as XYZ:
```
21
C5H12N2O2 | OMol25 | ωB97M-V/def2-TZVPD
C -0.88219 -1.55043 1.52365
C -0.12042 -1.93279 0.27161
C 1.37600 -1.43837 0.33259
O 1.90650 -0.92838 1.28301
O 2.07935 -1.82611 -0.75210
H -1.01356 -0.47593 1.58032
H -1.85586 -2.02857 1.52208
H -0.34497 -1.86303 2.41766
H -0.59641 -1.56028 -0.63706
H -0.03153 -3.01359 0.15572
H 3.02526 -1.63714 -0.62393
C -1.92235 1.29490 -0.87819
N -0.82776 0.68823 -1.08165
N 0.36315 1.27671 -1.06162
C 0.59931 2.58209 -0.48789
H -2.82218 0.71206 -0.97180
H -2.02949 2.35319 -0.62947
H 1.09831 0.58129 -0.91928
H 0.26057 2.64003 0.55247
H 1.66510 2.78572 -0.52649
H 0.07315 3.34041 -1.06962
```

Output
Orbital gap ... 9.484 eV
SMILES string ... CCC(=O)O.C=NNC
Electronic energy ... -457.66639 a.u.
Lowest unoccupied orbital energy ... 0.76 eV

***

Record 9
Molecular formula: C20H50NO22S6
Method: DFT, ωB97M-V/def2-TZVPD

Geometry as XYZ:
```
99
C20H50NO22S6 | OMol25 | ωB97M-V/def2-TZVPD
O -0.66501 1.37268 0.61091
C -1.57749 2.14385 0.28450
O -1.54761 3.22028 -0.34048
N -2.92346 1.73915 0.76012
C -3.94851 1.92350 -0.20047
O -4.12186 1.27825 -1.19073
O -4.80224 2.95411 0.11628
H -2.86414 0.74630 0.97521
H -5.06562 2.82814 1.03471
O 2.65634 1.86159 -3.93179
S 1.39261 2.49892 -3.65526
O 0.27736 2.17517 -4.49105
O 1.64900 4.07828 -3.69556
C 2.30240 4.61935 -4.86439
C 1.39480 4.70050 -6.07298
C 0.99359 2.36759 -1.95959
H 3.19924 4.03661 -5.07588
H 2.62178 5.61306 -4.55470
H 1.10801 3.71066 -6.42290
H 1.91913 5.21842 -6.87756
H 0.48304 5.24640 -5.82927
H 1.87614 2.63887 -1.38737
H 0.71378 1.33549 -1.75900
H 0.14776 3.01400 -1.71084
O 7.25003 5.74365 -7.32889
S 6.41451 5.53477 -6.18194
O 4.99580 5.47093 -6.36089
O 6.76994 6.61525 -5.08218
C 6.69437 8.01170 -5.44034
C 5.27054 8.52096 -5.50709
C 6.95416 4.12833 -5.27917
H 7.23262 8.16795 -6.37699
H 7.24508 8.51381 -4.64737
H 4.71762 8.05794 -6.32242
H 5.28080 9.60056 -5.66435
H 4.74903 8.30076 -4.57570
H 8.02806 4.19509 -5.13276
H 6.69635 3.25858 -5.88003
H 6.43072 4.10347 -4.32686
O -5.66643 -0.97107 3.36051
S -4.26709 -1.06836 3.65742
O -3.30449 -0.93296 2.61432
O -4.01172 -2.41114 4.46205
C -4.47788 -3.64626 3.85545
C -3.60443 -4.10551 2.70809
C -3.85141 0.05556 4.94433
H -5.51601 -3.52519 3.54294
H -4.44744 -4.38586 4.64972
H -3.64911 -3.41957 1.86351
H -3.94162 -5.08623 2.37075
H -2.56401 -4.17502 3.02700
H -4.56518 -0.05221 5.75621
H -3.90439 1.05016 4.50582
H -2.83691 -0.15492 5.27092
O -3.54977 -5.81824 6.29596
S -2.15186 -5.97834 6.56656
O -1.20936 -5.91576 5.49565
O -1.95434 -7.32532 7.38413
C -2.50223 -8.53582 6.80253
C -1.69132 -9.05451 5.63505
C -1.66715 -4.86178 7.83327
H -3.54029 -8.35030 6.52381
H -2.49791 -9.24538 7.62732
H -1.72718 -8.37342 4.78711
H -2.09368 -10.01770 5.31973
H -0.64731 -9.18279 5.92042
H -2.37868 -4.92445 8.65130
H -1.68056 -3.87080 7.38377
H -0.66246 -5.11805 8.15787
O -5.59809 -6.72267 1.02216
S -6.13127 -8.00740 0.68961
O -5.37049 -9.18242 0.98776
O -6.53993 -8.00310 -0.84127
C -5.53623 -7.56598 -1.79648
C -4.45417 -8.59631 -2.03120
C -7.74870 -8.18235 1.35572
H -5.12567 -6.61373 -1.46021
H -6.10554 -7.38257 -2.70476
H -3.84918 -8.75271 -1.14002
H -3.80238 -8.25080 -2.83390
H -4.89024 -9.55394 -2.31590
H -8.32681 -7.29611 1.11077
H -7.62847 -8.27818 2.43260
H -8.20042 -9.07963 0.94208
O 6.89770 4.62303 -1.52262
S 5.70106 5.36267 -1.23663
O 5.33765 6.44641 -2.09906
O 5.78017 5.88291 0.26288
C 6.95841 6.62424 0.64841
C 6.97542 8.03739 0.10494
C 4.34141 4.27673 -1.06152
H 7.84304 6.06271 0.34422
H 6.92142 6.62796 1.73588
H 7.05808 8.04631 -0.98031
H 7.82883 8.57306 0.52303
H 6.05987 8.56235 0.37666
H 4.60418 3.46134 -0.39379
H 4.12517 3.90034 -2.06200
H 3.48879 4.83680 -0.68550
```

Output
Orbital gap ... 6.697 eV
Charge ... -1
Electronic energy ... -4891.26183 a.u.
Lowest unoccupied orbital energy ... 1.61 eV

***

Record 10
Molecular formula: H16NaO8
Method: DFT, ωB97M-V/def2-TZVPD

Geometry as XYZ:
```
25
H16NaO8 | OMol25 | ωB97M-V/def2-TZVPD
Na 0.26779 0.16870 -0.36400
O -1.07139 0.49082 -1.48183
H -1.95224 0.17840 -1.68857
H -1.13840 1.44462 -1.52651
O 1.25434 -0.91295 1.99710
H 1.34415 -1.77133 2.41105
H 0.44173 -0.97261 1.49477
O 1.69797 0.80605 0.47738
H 2.35757 0.25759 0.90206
H 1.98110 1.70298 0.65509
O -2.55327 -0.29327 0.30622
H -1.89109 0.38884 0.19455
H -2.27775 -0.76925 1.08965
O 0.80253 1.36944 -1.77356
H 0.10844 2.02847 -1.76156
H 1.58848 1.85326 -2.02740
O -0.98004 1.16107 1.08209
H -0.98744 0.93382 2.01189
H -0.49587 1.98574 1.04044
O 0.85429 -1.10818 -1.50606
H 1.74244 -1.45072 -1.40559
H 0.30471 -1.88731 -1.59056
O -0.40777 -1.48493 0.53635
H 0.10054 -2.09124 -0.00238
H -1.09092 -2.02807 0.92946
```

Output
Orbital gap ... 10.383 eV
Charge ... +1
Electronic energy ... -773.39636 a.u.
Lowest unoccupied orbital energy ... -3.53 eV

***

Q: Among the records above, which one has the highest electronic energy?
A: C4H12